--- A ---
Computed, not measured: C10H13NO3 in the gas phase, with ωB97M-V/def2-TZVPD.

Output
Total charge: 0
Gap between HOMO and LUMO, eV: 8.8
LUMO, eV: 0.75
HOMO, eV: -8.09
2S+1: 1
Molecular weight, g/mol: 195.2
SMILES: COc1c(CCN)ccc2c1OCO2

Each line ends with the natural charge from an NBO analysis.
CARTESIAN COORDINATES (ANGSTROEM)
O -0.519 1.716 -0.587  -0.501
O 2.656 1.015 0.130  -0.561
O 2.987 -1.357 0.436  -0.479
N -2.645 -1.343 1.066  -0.867
C 0.393 2.876 -0.011  -0.324
C 1.525 0.221 -0.394  0.124
C 0.169 0.559 -0.659  0.297
C 3.760 -0.194 0.506  0.225
C 1.122 -2.211 -0.611  -0.314
C -0.253 -1.822 -0.924  -0.169
C -2.782 0.159 0.662  -0.234
C -2.286 -0.070 -0.767  -0.434
C -0.819 -0.544 -0.712  -0.068
C 1.874 -1.136 -0.281  0.261
H -3.877 0.240 0.636  0.201
H 4.597 -0.108 -0.328  0.165
H 1.695 -3.104 -1.131  0.245
H -2.689 0.926 -1.313  0.221
H 4.350 0.119 1.506  0.202
H -0.238 3.795 0.121  0.212
H -2.854 -0.810 -1.311  0.227
H -0.986 -2.575 -0.973  0.217
H -2.174 0.872 1.419  0.205
H -1.803 -1.260 1.610  0.357
H 1.278 3.310 -0.751  0.203
H -3.608 -1.762 1.715  0.354
H 1.126 2.491 0.944  0.236

--- B ---
Computed, not measured: C10H13NO3 in the gas phase, with ωB97M-V/def2-TZVPD.

Output
Total charge: 0
Gap between HOMO and LUMO, eV: 9.6
LUMO, eV: 0.83
HOMO, eV: -8.77
2S+1: 1
Molecular weight, g/mol: 195.2
SMILES: C=[N+]([O-])O[C@H](OC)c1ccc(C)cc1

Each line ends with the natural charge from an NBO analysis.
CARTESIAN COORDINATES (ANGSTROEM)
O 2.245 0.642 -0.532  -0.541
O 2.957 0.229 1.993  -0.437
O 2.092 -1.395 0.595  -0.395
N 1.998 -0.491 1.762  0.337
C 0.861 -0.653 2.357  -0.229
C -0.833 -1.288 -0.572  -0.223
C -1.688 1.347 -0.235  -0.217
C 3.646 0.474 -0.760  -0.258
C 1.569 -0.574 -0.415  0.317
C -2.187 -0.986 -0.612  -0.218
C -2.626 0.340 -0.483  -0.012
C -0.327 1.056 -0.172  -0.201
C 0.095 -0.266 -0.350  -0.005
C -4.087 0.662 -0.601  -0.630
H -0.449 -2.295 -0.725  0.215
H 1.768 -1.178 -1.317  0.167
H 0.754 -0.199 3.345  0.217
H 0.414 1.840 -0.038  0.241
H 4.060 1.479 -0.821  0.198
H 3.783 -0.055 -1.711  0.164
H -4.657 0.246 0.241  0.221
H -2.931 -1.772 -0.759  0.212
H -4.508 0.234 -1.520  0.220
H 4.121 -0.082 0.054  0.206
H -4.244 1.746 -0.618  0.216
H 0.201 -1.441 1.999  0.225
H -2.029 2.377 -0.105  0.211

Looking at the structures above, B is most stable, and the difference to the next one is 312.5 kJ/mol.